{"formula": "C2H7ClNO2P", "method": "ωB97M-V/def2-TZVPD", "e_above_lowest_kj_mol": 134.50, "energy_ev": -29584.2727, "homo_lumo_gap_ev": 9.50, "max_force_ev_per_a": 6.04, "species": ["C", "C", "O", "P", "N", "O", "Cl", "H", "H", "H", "H", "H", "H", "H"], "coordinates": [[-1.40862, -1.47762, -0.04085], [-0.82982, -0.74197, 1.21913], [0.41116, -0.28183, 0.93429], [0.72652, 0.98016, -0.66259], [1.97228, 1.94940, -0.29195], [-0.52437, 1.55319, -1.15541], [1.34516, -0.35151, -2.01867], [-1.22327, -0.85583, -0.89554], [-0.62867, -2.21707, -0.16434], [-2.39133, -1.80580, 0.24365], [-0.73275, -1.42181, 1.97386], [-1.57952, 0.03029, 1.34784], [2.95359, 1.66827, -0.23498], [1.90966, 2.97212, -0.25443]], "forces_ev_per_angstrom": [[2.2087, 0.0641, 1.8538], [-2.7416, 1.2630, -4.5012], [3.8584, 3.6626, -2.8529], [-1.9559, -2.6955, 2.2835], [1.0465, 0.5916, 0.2068], [0.3166, 0.6137, 0.6991], [0.6593, -0.2149, 0.2648], [-1.1196, 0.5270, -0.4023], [-0.4896, -1.2103, -0.2557], [-0.4727, -0.4178, -0.7844], [0.0576, -1.5540, 2.4235], [0.0540, 0.5556, 1.0913], [-0.7819, -0.3840, -0.0183], [-0.6397, -0.8012, -0.0080]]}